# 1
Computed, not measured: a single C19H31N3O3S molecule at a distorted geometry, with the ωB97M-V functional and the def2-TZVPD basis.

Molar mass (g/mol): 381.54
Structure (SMILES): CCCS(=O)(=O)N1CCC(C(=O)NCCN(C)Cc2ccccc2)CC1
Gap between HOMO and LUMO (eV): 9.42
E_tot (Eh): -1530.780547
HOMO energy (eV): -8.8

The geometry in XYZ format:
```
57
Properties=species:S:1:pos:R:3:mulliken_charge:R:1
C 2.94 -1.51 -6.27 -1.378
C 2.34 -1.61 -4.87 -0.158
C 0.88 -2.01 -4.89 -0.724
S 0.29 -2.17 -3.18 1.192
O 1.20 -3.02 -2.47 -0.679
O -1.10 -2.54 -3.23 -0.684
N 0.48 -0.59 -2.65 0.216
C 1.22 -0.41 -1.42 -1.356
C 0.36 -0.60 -0.18 -0.548
C -0.86 0.32 -0.24 0.577
C -1.76 0.09 0.97 -0.286
O -1.76 -0.94 1.62 -0.692
N -2.60 1.12 1.23 0.027
C -3.44 1.13 2.41 -1.041
C -3.02 2.24 3.39 -0.717
N -1.58 2.41 3.46 0.428
C -1.23 3.62 4.16 -1.172
C -0.88 1.26 4.00 -1.229
C 0.56 1.23 3.57 0.615
C 1.49 0.50 4.29 -0.713
C 2.81 0.42 3.87 -0.589
C 3.21 1.08 2.72 -0.495
C 2.29 1.82 2.00 -0.667
C 0.98 1.90 2.42 -0.029
C -1.64 0.03 -1.53 -0.538
C -0.72 0.22 -2.74 -1.422
H 2.41 -0.77 -6.86 0.345
H 3.99 -1.22 -6.21 0.378
H 2.87 -2.47 -6.78 0.354
H 2.43 -0.65 -4.36 0.192
H 2.89 -2.35 -4.28 0.294
H 0.25 -1.27 -5.37 0.370
H 0.73 -2.98 -5.36 0.454
H 1.64 0.61 -1.44 0.420
H 2.04 -1.13 -1.44 0.567
H 0.94 -0.40 0.72 0.284
H 0.02 -1.64 -0.14 0.278
H -0.52 1.36 -0.24 0.340
H -2.48 1.99 0.75 0.294
H -3.35 0.14 2.86 0.455
H -4.48 1.29 2.12 0.394
H -3.48 2.03 4.37 0.308
H -3.43 3.20 3.03 0.452
H -1.65 4.48 3.65 0.346
H -0.14 3.71 4.18 0.346
H -1.59 3.62 5.20 0.376
H -1.34 0.35 3.63 0.387
H -0.94 1.24 5.11 0.595
H 1.18 -0.02 5.18 0.422
H 3.52 -0.16 4.44 0.400
H 4.24 1.02 2.39 0.408
H 2.60 2.34 1.10 0.402
H 0.25 2.47 1.87 0.356
H -1.99 -1.00 -1.52 0.317
H -2.50 0.70 -1.61 0.450
H -0.41 1.27 -2.82 0.554
H -1.24 -0.07 -3.65 0.521
```



# 2
Computed, not measured: C3H5ClN2 as an isolated structure at a distorted geometry, with the ωB97M-V functional and the def2-TZVPD basis.

Molar mass (g/mol): 104.54
Gap between HOMO and LUMO (alpha / beta) (eV): 7.17 / 7.17
E_tot (Eh): -686.769573
HOMO energy (alpha / beta) (eV): -9.5 / -9.5

The geometry in XYZ format:
```
11
Properties=species:S:1:pos:R:3:mulliken_charge:R:1
C 0.58 -0.07 0.07 0.484
C 1.59 -0.72 -0.51 -0.152
C -0.22 1.15 0.04 -0.901
N 0.07 -1.34 0.40 -0.253
N 1.22 -2.00 -0.04 -0.266
Cl 4.16 0.25 0.00 -0.414
H -0.32 1.62 -0.96 0.299
H -1.22 0.70 0.27 0.299
H 0.12 1.78 0.78 0.280
H -0.68 -1.51 -0.34 0.326
H 1.62 -2.76 0.53 0.298
```



> Among the records above, which one has the highest E_tot?

C3H5ClN2



Copy entry 1 word for word.
Computed, not measured: a single C19H31N3O3S molecule at a distorted geometry, with the ωB97M-V functional and the def2-TZVPD basis.

Molar mass (g/mol): 381.54
Structure (SMILES): CCCS(=O)(=O)N1CCC(C(=O)NCCN(C)Cc2ccccc2)CC1
Gap between HOMO and LUMO (eV): 9.42
E_tot (Eh): -1530.780547
HOMO energy (eV): -8.8

The geometry in XYZ format:
```
57
Properties=species:S:1:pos:R:3:mulliken_charge:R:1
C 2.94 -1.51 -6.27 -1.378
C 2.34 -1.61 -4.87 -0.158
C 0.88 -2.01 -4.89 -0.724
S 0.29 -2.17 -3.18 1.192
O 1.20 -3.02 -2.47 -0.679
O -1.10 -2.54 -3.23 -0.684
N 0.48 -0.59 -2.65 0.216
C 1.22 -0.41 -1.42 -1.356
C 0.36 -0.60 -0.18 -0.548
C -0.86 0.32 -0.24 0.577
C -1.76 0.09 0.97 -0.286
O -1.76 -0.94 1.62 -0.692
N -2.60 1.12 1.23 0.027
C -3.44 1.13 2.41 -1.041
C -3.02 2.24 3.39 -0.717
N -1.58 2.41 3.46 0.428
C -1.23 3.62 4.16 -1.172
C -0.88 1.26 4.00 -1.229
C 0.56 1.23 3.57 0.615
C 1.49 0.50 4.29 -0.713
C 2.81 0.42 3.87 -0.589
C 3.21 1.08 2.72 -0.495
C 2.29 1.82 2.00 -0.667
C 0.98 1.90 2.42 -0.029
C -1.64 0.03 -1.53 -0.538
C -0.72 0.22 -2.74 -1.422
H 2.41 -0.77 -6.86 0.345
H 3.99 -1.22 -6.21 0.378
H 2.87 -2.47 -6.78 0.354
H 2.43 -0.65 -4.36 0.192
H 2.89 -2.35 -4.28 0.294
H 0.25 -1.27 -5.37 0.370
H 0.73 -2.98 -5.36 0.454
H 1.64 0.61 -1.44 0.420
H 2.04 -1.13 -1.44 0.567
H 0.94 -0.40 0.72 0.284
H 0.02 -1.64 -0.14 0.278
H -0.52 1.36 -0.24 0.340
H -2.48 1.99 0.75 0.294
H -3.35 0.14 2.86 0.455
H -4.48 1.29 2.12 0.394
H -3.48 2.03 4.37 0.308
H -3.43 3.20 3.03 0.452
H -1.65 4.48 3.65 0.346
H -0.14 3.71 4.18 0.346
H -1.59 3.62 5.20 0.376
H -1.34 0.35 3.63 0.387
H -0.94 1.24 5.11 0.595
H 1.18 -0.02 5.18 0.422
H 3.52 -0.16 4.44 0.400
H 4.24 1.02 2.39 0.408
H 2.60 2.34 1.10 0.402
H 0.25 2.47 1.87 0.356
H -1.99 -1.00 -1.52 0.317
H -2.50 0.70 -1.61 0.450
H -0.41 1.27 -2.82 0.554
H -1.24 -0.07 -3.65 0.521
```



> Which of these has the lowest molar mass?

C3H5ClN2



> The lowest molar mass belongs to which entry?

C3H5ClN2